Version i
2 unconnected molecules or ions with the total composition C7H17NO, computed with the ωB97M-V functional and the def2-TZVPD basis.

XYZ file:
```
26
Properties=species:S:1:pos:R:3
C -1.51 -0.76 -2.06
C -1.71 -1.40 -0.70
N -0.75 -2.27 -0.23
O -2.46 -0.89 0.08
H -2.41 -0.88 -2.75
H -0.71 -1.28 -2.69
H -1.26 0.32 -1.90
H -0.83 -2.62 0.69
H -0.27 -2.95 -1.08
C -1.01 1.75 2.08
C 0.38 1.15 2.03
C 0.57 0.99 0.50
C 1.78 0.06 0.20
C 1.96 -0.06 -1.30
H -1.19 2.66 1.49
H -1.56 0.94 1.43
H -1.44 1.84 3.11
H 0.36 0.07 2.48
H 1.22 1.72 2.39
H -0.47 0.63 0.16
H 0.87 1.82 -0.08
H 1.64 -0.98 0.56
H 2.58 0.66 0.70
H 1.96 0.71 -1.94
H 3.05 -0.44 -1.57
H 1.22 -0.81 -1.58
```

Properties
lowest unoccupied orbital energy	0.68	eV
spin multiplicity	1
SMILES	CC(N)=O.CCCCC
HOMO	-9.97	eV
charge	0

Version ii
2 unconnected molecules or ions with the total composition C7H17NO, computed with the ωB97M-V functional and the def2-TZVPD basis.

XYZ file:
```
26
Properties=species:S:1:pos:R:3
C 1.55 0.81 -1.27
C 0.37 -0.15 -1.36
N 0.44 -1.54 -0.79
C 1.64 -2.29 -1.35
C 0.30 -1.36 0.61
C 1.20 -0.50 1.60
O -0.57 -1.72 1.30
H 2.60 0.77 -1.58
H 2.01 1.12 -0.14
H 1.27 1.77 -1.64
H -0.72 0.14 -0.97
H 0.41 -0.41 -2.46
H 2.28 -1.39 -1.71
H 2.45 -2.52 -0.71
H 1.50 -2.96 -2.28
H 2.17 -0.96 1.53
H 1.13 0.51 1.12
H 0.70 -0.48 2.65
C -3.16 2.91 1.07
C -1.82 2.68 0.25
H -2.94 3.26 2.07
H -3.84 3.55 0.46
H -3.59 1.86 1.10
H -1.87 2.63 -0.76
H -1.45 1.62 0.49
H -1.09 3.39 0.70
```

Properties
lowest unoccupied orbital energy	0.83	eV
spin multiplicity	1
SMILES	CCN(C)C(C)=O.CC
HOMO	-8.90	eV
charge	0

The calculated energies rank the structures as follows, beginning with the most stable: version i, version ii.

Version i
2 unconnected molecules or ions with the total composition C7H17NO, computed with the ωB97M-V functional and the def2-TZVPD basis.

XYZ file:
```
26
Properties=species:S:1:pos:R:3
C 1.65 -0.77 -1.27
C 0.84 0.39 -1.83
C 0.26 1.49 -0.76
C -0.15 2.74 -1.55
O -0.77 1.07 0.06
H 0.99 -1.56 -0.93
H 2.28 -1.21 -2.05
H 2.29 -0.43 -0.46
H 1.50 0.98 -2.47
H 0.05 0.02 -2.50
H 1.11 1.71 -0.10
H 0.70 3.16 -2.08
H -0.92 2.49 -2.27
H -0.55 3.50 -0.88
H -1.51 0.52 -0.49
C -0.85 -0.65 3.39
C -0.21 -0.84 2.25
C -0.45 -2.00 1.32
N -1.25 -1.60 0.15
H -0.69 0.23 3.99
H -1.46 -1.42 3.82
H 0.54 -0.13 1.93
H 0.52 -2.37 0.96
H -0.94 -2.83 1.84
H -2.23 -1.62 0.37
H -0.76 -0.87 -0.42
```

Properties
lowest unoccupied orbital energy	1.04	eV
spin multiplicity	1
SMILES	CC[C@@H](C)O.C=CCN
HOMO	-8.68	eV
charge	0

Version ii
2 unconnected molecules or ions with the total composition C7H17NO, computed with the ωB97M-V functional and the def2-TZVPD basis.

XYZ file:
```
26
Properties=species:S:1:pos:R:3
C 0.99 0.43 -1.91
C 0.05 1.07 -0.81
N -1.27 0.52 -0.89
C -2.14 0.90 -1.98
C -1.77 -0.08 0.24
C -3.20 -0.54 0.24
O -1.06 -0.29 1.21
H 1.67 -0.28 -1.46
H 1.45 1.16 -2.55
H 0.35 -0.10 -2.61
H 0.56 0.84 0.11
H 0.00 2.14 -1.04
H -2.53 -0.01 -2.47
H -3.07 1.41 -1.69
H -1.68 1.51 -2.74
H -3.85 0.19 0.75
H -3.62 -0.75 -0.72
H -3.35 -1.36 0.93
C 2.11 -1.00 1.96
C 3.51 -0.70 2.44
H 1.42 -1.45 2.67
H 1.60 -0.11 1.59
H 2.15 -1.55 1.01
H 3.54 0.05 3.24
H 4.15 -0.43 1.62
H 3.99 -1.58 2.85
```

Properties
lowest unoccupied orbital energy	0.83	eV
spin multiplicity	1
SMILES	CCN(C)C(C)=O.CC
HOMO	-9.08	eV
charge	0

The calculated energies rank the structures as follows, beginning with the most stable: version ii, version i.

Version i
2 unconnected molecules or ions with the total composition C4H11N3S, computed with the ωB97M-V functional and the def2-TZVPD basis.

XYZ file:
```
19
Properties=species:S:1:pos:R:3
C 0.99 0.80 0.19
C -1.78 -0.82 1.33
C 0.41 -1.18 -1.20
C -1.31 0.03 0.13
N 0.73 1.86 0.93
N 0.09 -0.16 -0.26
N 2.32 0.60 -0.01
S 3.26 -0.34 -0.96
H -1.39 -1.83 1.24
H -1.35 -0.48 2.25
H -2.86 -0.73 1.45
H 0.10 -0.86 -2.16
H 1.53 -1.27 -1.33
H 0.02 -2.14 -0.94
H -1.86 -0.42 -0.63
H -1.47 0.99 0.49
H -0.06 1.77 1.58
H 1.39 2.46 1.38
H 3.11 1.77 0.33
```

Properties
lowest unoccupied orbital energy	0.20	eV
spin multiplicity	1
HOMO	-6.48	eV
charge	0

Version ii
C4H11N3S in the gas phase, computed with the ωB97M-V functional and the def2-TZVPD basis.

XYZ file:
```
19
Properties=species:S:1:pos:R:3
H 3.04 -0.11 -1.53
N 3.00 0.91 -1.64
C 2.16 1.43 -0.82
N 1.24 0.80 0.02
N 1.17 -0.57 -0.03
C -0.07 -1.07 -0.69
C -1.29 -1.31 0.23
C -1.67 -0.13 1.14
S -2.12 1.44 0.22
H 2.04 2.51 -0.79
H 0.39 1.36 0.13
H 1.22 -0.95 0.91
H -0.32 -0.37 -1.47
H 0.17 -2.04 -1.06
H -1.04 -2.19 0.94
H -2.11 -1.62 -0.40
H -0.85 0.14 1.75
H -2.51 -0.38 1.80
H -2.44 2.15 1.30
```

Properties
lowest unoccupied orbital energy	0.54	eV
spin multiplicity	1
SMILES	[H]/N=C\NNCCCS
HOMO	-8.88	eV
charge	0

The calculated energies rank the structures as follows, beginning with the most stable: version ii, version i.

Version i
C2H2N4O2 in the gas phase, computed with the ωB97M-V functional and the def2-TZVPD basis.

XYZ file:
```
10
Properties=species:S:1:pos:R:3
H -2.45 -1.77 0.03
N -2.57 -0.78 0.02
C -1.45 -0.22 -0.01
N -1.25 1.20 -0.03
N -0.03 1.44 -0.01
N 0.66 0.31 0.10
C 2.06 0.22 0.00
O 2.59 -0.84 -0.01
O -0.13 -0.76 -0.03
H 2.56 1.20 -0.05
```

Properties
lowest unoccupied orbital energy	-0.58	eV
spin multiplicity	1
SMILES	[H]/N=c1/nnn(C=O)o1
HOMO	-10.08	eV
charge	0

Version ii
C2H2N4O2 in the gas phase, computed with the ωB97M-V functional and the def2-TZVPD basis.

XYZ file:
```
10
Properties=species:S:1:pos:R:3
H -0.92 2.34 0.29
N -1.14 1.27 0.29
C -0.14 0.48 0.11
N 1.06 1.17 -0.40
N 2.06 0.43 -0.41
O 1.92 -0.95 0.42
N 0.86 -1.66 -0.02
C -0.12 -0.92 0.02
O -1.46 -1.40 -0.39
H -2.11 -0.76 0.08
```

Properties
lowest unoccupied orbital energy	-1.52	eV
spin multiplicity	1
SMILES	[H]/N=c1\nnonc1O
HOMO	-10.50	eV
charge	0

The calculated energies rank the structures as follows, beginning with the most stable: version i, version ii.

Version i
2 unconnected molecules or ions with the total composition C3H8S, computed with the ωB97M-V functional and the def2-TZVPD basis.

XYZ file:
```
12
Properties=species:S:1:pos:R:3
C -0.98 0.96 0.86
C -1.38 -0.12 0.21
C -0.74 -0.67 -1.03
H -1.40 1.21 1.83
H -0.32 1.67 0.38
H -2.21 -0.71 0.60
H 0.24 -1.09 -0.79
H -0.44 0.07 -1.77
H -1.39 -1.41 -1.49
S 2.81 0.17 -0.20
H 3.77 0.36 0.71
H 2.02 -0.44 0.69
```

Properties
lowest unoccupied orbital energy	0.90	eV
spin multiplicity	1
SMILES	C=CC.S
HOMO	-9.51	eV
charge	0

Version ii
2 unconnected molecules or ions with the total composition C3H8S, computed with the ωB97M-V functional and the def2-TZVPD basis.

XYZ file:
```
12
Properties=species:S:1:pos:R:3
C -0.15 0.04 -1.35
C -0.39 0.76 0.05
S -0.38 -2.78 0.84
C 0.61 0.21 1.13
H 0.77 -0.60 -1.44
H -0.97 -0.71 -1.60
H -0.14 0.79 -2.14
H -0.54 1.82 -0.02
H -1.25 0.35 0.33
H 1.62 0.56 0.91
H 0.44 -0.94 1.17
H 0.38 0.49 2.12
```

Properties
lowest unoccupied orbital energy	-3.23	eV
spin multiplicity	1
HOMO	-9.65	eV
charge	0

Version iii
2 unconnected molecules or ions with the total composition C3H8S, computed with the ωB97M-V functional and the def2-TZVPD basis.

XYZ file:
```
12
Properties=species:S:1:pos:R:3
C 0.48 -0.95 1.08
C 1.29 -0.47 0.10
C 1.11 0.84 -0.55
H 0.50 -1.96 1.41
H -0.37 -0.33 1.45
H 1.92 -1.14 -0.44
H 0.31 0.87 -1.30
H 0.82 1.59 0.18
H 1.98 1.28 -1.02
S -2.73 -0.40 0.08
H -2.00 -0.10 -1.04
H -3.29 0.79 0.05
```

Properties
lowest unoccupied orbital energy	0.84	eV
spin multiplicity	1
SMILES	C=CC.S
HOMO	-9.33	eV
charge	0

The calculated energies rank the structures as follows, beginning with the most stable: version i, version iii, version ii.